DFT (ωB97M-V with the def2-TZVPD basis set) results for the ion C3H8N3S with charge +1.

Each line ends with the Mulliken charge.
Cartesian coordinates (Å):
S 2.8109 -0.8973 0.1367  0.182
N 1.6470 -0.0532 -0.3419  -0.162
N -1.0209 -0.1892 -0.2825  -0.224
N 0.2088 1.6463 0.2131  -0.365
C 1.4149 1.2533 -0.4452  -0.365
C -0.8717 0.9855 0.3609  0.109
C -1.9870 -1.2077 0.2018  -0.795
H -2.9150 -0.7827 0.4660  0.294
H 1.4939 1.7357 -1.3871  0.358
H -1.5257 1.6574 0.9249  0.404
H 2.2366 -1.9926 0.4542  0.217
H -1.6441 -1.7476 1.1122  0.318
H -1.9620 -1.9696 -0.5850  0.310
H 2.2883 1.8509 0.0307  0.409
H -0.1739 -0.2893 -0.8587  0.312

Forces on atoms 1 to 2 (eV/Å):
2.889 1.873 0.182
-0.949 -2.891 -0.619

Its energy above the lowest of the compared OMol25 structures with the same formula, charge and spin is 114.4 kcal per mole. As for the frontier orbital gap (spin up / spin down): 6.45 / 5.84 eV. The total energy is -681.1320 Ha. The net charge is +1. The HOMO energy (spin up / spin down) is -0.4929 / -0.4883 Ha.

DFT (ωB97M-V with the def2-TZVPD basis set) results for a structure of composition C3H8N3S.

Each line ends with the Mulliken charge.
Cartesian coordinates (Å):
S 1.5058 -0.0636 -1.1441  0.033
N 1.0321 0.0170 0.5644  0.066
N -2.1283 0.9553 -0.3314  -0.366
N -0.2294 0.4660 0.7148  -0.782
C -0.1806 0.3208 -1.6583  -0.453
C -0.8468 0.6339 -0.3919  0.517
C 1.2489 -1.2593 1.3244  -0.698
H -2.6664 0.8554 0.5832  0.283
H 2.2914 -1.7647 1.3571  0.327
H -2.6807 1.2946 -1.1146  0.226
H -0.4062 1.3021 -2.2515  0.341
H 1.0332 -1.0685 2.3912  0.361
H 1.9340 0.8535 1.1346  0.485
H -0.3785 -0.5223 -2.1973  0.359
H 0.4715 -2.0202 1.0193  0.302

Forces on atoms 1 to 2 (eV/Å):
0.648 0.426 -0.642
5.441 1.625 2.293

Its energy above the lowest of the compared OMol25 structures with the same formula, charge and spin is 68.3 kcal per mole. As for the frontier orbital gap: 9.77 eV. The total energy is -681.2055 Ha. The net charge is +1. The HOMO energy is -0.5139 Ha.

DFT (ωB97M-V with the def2-TZVPD basis set) results for a cluster of 2 separate species, C3H8N3S in total.

Each line ends with the Mulliken charge.
Cartesian coordinates (Å):
S 2.8760 2.4189 3.8439  -0.132
N 0.7235 -0.9420 -0.5839  -0.466
N 1.1796 1.1448 0.5985  0.016
N -1.7075 -1.1146 -1.5221  -0.775
C 0.9216 0.1334 0.0598  0.459
C 1.5471 2.1031 1.5331  -0.161
C 2.2774 1.4897 2.6792  -0.270
H 2.4171 0.4650 2.6231  0.263
H 0.6328 2.6055 1.7816  0.303
H 1.3567 -1.6311 -0.4332  0.195
H -2.0729 -1.6143 -2.2630  0.247
H -1.8954 -0.1480 -1.6046  0.293
H -2.1323 -1.3299 -0.6782  0.306
H -0.3465 -1.1544 -1.0717  0.424
H 2.1810 2.9016 1.0673  0.299

Forces on atoms 1 to 2 (eV/Å):
-0.163 -0.500 -0.202
-3.067 2.101 -0.708

Its energy above the lowest of the compared OMol25 structures with the same formula, charge and spin is 39.9 kcal per mole. As for the frontier orbital gap: 8.53 eV. The total energy is -681.2507 Ha. The net charge is +1. The HOMO energy is -0.4526 Ha.

DFT (ωB97M-V with the def2-TZVPD basis set) results for a cluster of 2 separate species, C3H8N3S in total.

Each line ends with the Mulliken charge.
Cartesian coordinates (Å):
S -2.3193 1.1572 -0.8097  -0.025
N 0.1833 0.0291 -1.3346  0.092
N 0.7264 -1.6283 1.2756  -0.481
N 1.2406 -0.6712 -1.1604  -0.384
C -0.8943 0.4737 -0.9590  0.509
C 1.2199 -2.6912 1.7058  -0.232
C -1.7375 2.9148 -0.5931  -0.819
H -2.6851 3.5190 -0.6598  0.326
H 1.3819 -2.9979 2.7557  0.267
H 1.9432 -0.7778 -1.9082  0.239
H -1.0392 3.2957 -1.4129  0.325
H 1.3633 -3.3869 0.8563  0.220
H -1.0960 2.9443 0.2985  0.321
H 1.2675 -1.1868 -0.1984  0.430
H 0.4454 -0.9938 2.1440  0.213

Forces on atoms 1 to 2 (eV/Å):
-0.874 1.547 -0.006
-4.045 1.376 0.961

Its energy above the lowest of the compared OMol25 structures with the same formula, charge and spin is 79.5 kcal per mole. As for the frontier orbital gap: 9.73 eV. The total energy is -681.1876 Ha. The net charge is +1. The HOMO energy is -0.5012 Ha.

DFT (ωB97M-V with the def2-TZVPD basis set) results for the ion C3H8N3S with charge +1.

Each line ends with the Mulliken charge.
Cartesian coordinates (Å):
S 2.0895 0.3259 -1.9050  0.253
N -1.5781 0.3612 1.2127  -0.465
N 0.4092 1.7818 0.7450  -0.478
N 0.8852 -0.3764 -1.0972  0.114
C 1.1112 -1.5741 -0.3229  -0.747
C -0.4686 0.9086 0.5264  0.490
C -0.3894 0.1970 -0.8823  -0.683
H 0.4184 2.3096 1.5811  0.260
H -1.1680 -0.4678 -0.6928  0.287
H -2.4267 0.2090 0.6998  0.226
H -1.8160 0.8087 2.0704  0.259
H 0.9875 -1.3519 0.6570  0.418
H 0.2329 -2.1542 -0.4956  0.332
H 2.2017 -1.8483 -0.4417  0.302
H -0.4887 0.8711 -1.6549  0.432

Forces on atoms 1 to 2 (eV/Å):
-2.078 -0.635 1.116
1.447 0.803 -0.011

Its energy above the lowest of the compared OMol25 structures with the same formula, charge and spin is 65.6 kcal per mole. As for the frontier orbital gap: 7.12 eV. The structure (SMILES) is [H]/N=C(\N)C[N+](C)=S. The total energy is -681.2097 Ha. The net charge is +1. The HOMO energy is -0.5268 Ha.

DFT (ωB97M-V with the def2-TZVPD basis set) results for a cluster of 2 separate species, C3H8N3S in total.

Each line ends with the Mulliken charge.
Cartesian coordinates (Å):
S 0.9159 1.5933 -0.6219  -0.133
N 0.2884 -0.8798 -1.5140  -0.269
N -1.5431 0.4279 -0.7203  -0.131
N -1.8158 1.6309 -0.5403  -0.211
C -0.7808 2.4916 -0.3961  -0.345
C -0.4872 -1.0304 1.6276  -0.906
C -0.1803 0.2154 -0.7017  0.020
H -1.4276 -1.6242 1.2852  0.306
H -0.8018 -0.4103 2.5040  0.338
H 0.2750 -1.7980 -0.9507  0.446
H 1.2912 -0.8516 -1.8303  0.402
H -0.2304 -1.0670 -2.4147  0.379
H -0.7783 3.0466 0.5158  0.348
H -0.7869 3.3042 -1.1768  0.332
H 0.4419 -1.3717 1.3851  0.424

Forces on atoms 1 to 2 (eV/Å):
-2.185 -0.339 0.240
0.942 -3.765 -0.645

Its energy above the lowest of the compared OMol25 structures with the same formula, charge and spin is 128.0 kcal per mole. As for the frontier orbital gap (spin up / spin down): 8.39 / 7.34 eV. The total energy is -681.1103 Ha. The net charge is +1. The HOMO energy (spin up / spin down) is -0.4603 / -0.4675 Ha.

DFT (ωB97M-V with the def2-TZVPD basis set) results for the ion C3H8N3S with charge +1.

Each line ends with the Mulliken charge.
Cartesian coordinates (Å):
S 3.4075 0.4135 -0.1349  0.057
N 0.9949 -0.3738 0.3370  -0.536
N -1.2445 -0.5118 -0.2328  -0.183
N -0.5448 1.6639 0.1758  -0.183
C 2.0490 -0.6698 -0.2337  -0.228
C -1.4012 0.8452 -0.2708  0.070
C -0.1255 -1.2317 0.2281  -0.232
H 3.0023 0.9948 0.9644  0.189
H -2.2199 1.3625 -0.8204  0.331
H -0.0516 -2.0763 -0.5374  0.287
H -0.7587 2.6556 0.1901  0.239
H -2.0126 -1.1533 -0.3817  0.248
H 0.3883 1.2471 0.4127  0.274
H 2.2304 -1.4531 -0.8896  0.405
H -0.7026 -1.7203 1.1434  0.262

Forces on atoms 1 to 2 (eV/Å):
-0.329 -0.819 -0.929
-8.079 1.814 4.727

Its energy above the lowest of the compared OMol25 structures with the same formula, charge and spin is 38.9 kcal per mole. As for the frontier orbital gap (spin up / spin down): 6.45 / 6.51 eV. The multiplicity is 3. The total energy is -681.1175 Ha. The net charge is +1. The HOMO energy (spin up / spin down) is -0.3477 / -0.5109 Ha.

DFT (ωB97M-V with the def2-TZVPD basis set) results for the molecule C3H8N4.

Each line ends with the Mulliken charge.
Cartesian coordinates (Å):
N 0.5567 -0.5293 0.0376  -0.314
N -0.8140 -0.0708 1.9494  -0.450
N -1.1636 1.2881 0.1384  -0.032
N -1.1837 0.0407 0.6363  -0.236
C 0.0542 1.7022 -0.4161  -0.521
C 0.6213 -1.5687 -0.9048  -0.972
C 0.9369 0.7107 -0.5135  -0.113
H -0.3634 -1.7748 -1.2975  0.295
H -2.0652 1.4981 -0.1932  0.225
H 0.1741 0.0592 2.0240  0.316
H 1.2117 -1.3792 -1.7312  0.392
H 1.9678 0.8230 -0.8746  0.408
H 0.1239 2.7725 -0.6350  0.421
H 0.9370 -2.5487 -0.5283  0.304
H -0.9936 -1.0230 2.3085  0.278

Forces on atoms 1 to 2 (eV/Å):
-1.201 2.117 0.294
-0.719 -0.072 1.262

Its energy above the lowest of the compared OMol25 structures with the same formula, charge and spin is 123.7 kcal per mole. As for the frontier orbital gap: 9.03 eV. The total energy is -337.9567 Ha. The net charge is 0. The HOMO energy is -0.2911 Ha.